1.
The following is a DFT calculation (ωB97M-V/def2-TZVPD) of a 2-piece molecular cluster, C8H12F8OSi overall at a distorted geometry.

```
30
Properties=species:S:1:pos:R:3:nbo_charge:R:1
F 1.4468 -1.3159 3.1399 -0.32
C 0.4394 -0.4630 2.8756 0.52
F -0.4317 -0.5146 3.9081 -0.32
C -0.2996 -0.8499 1.5906 0.60
F -0.9059 -2.0432 1.7440 -0.31
F -1.2854 0.0890 1.4485 -0.33
C 0.4955 -0.8392 0.2764 -0.14
O 0.9868 -2.0732 -0.2097 -0.51
C 2.1905 -2.5852 0.1908 0.85
F 2.8988 -1.6969 0.9083 -0.32
F 2.9024 -2.8492 -0.9280 -0.32
C 2.0272 -3.9190 0.9322 0.50
F 1.2415 -3.7701 2.0144 -0.32
F 3.2424 -4.3425 1.3434 -0.32
H 0.8341 0.5541 2.8019 0.14
H -0.2279 -0.5347 -0.4784 0.23
H 1.2676 -0.0682 0.2816 0.21
H 1.5849 -4.6638 0.2682 0.15
C -2.3470 1.7008 -3.1254 -0.44
C -1.9098 1.3928 -1.8704 -0.14
C -1.3386 2.4030 -0.8955 -0.90
Si -0.9471 4.1084 -1.6008 0.88
H -1.8475 1.2739 -3.9902 0.21
H -3.1736 2.3846 -3.2837 0.21
H -1.9857 0.3619 -1.5229 0.19
H -0.4294 1.9510 -0.4966 0.24
H -1.9960 2.5435 -0.0237 0.25
H -1.7820 4.5015 -2.7488 -0.16
H 0.4787 4.1322 -2.0035 -0.17
H -1.1293 5.1318 -0.5465 -0.17
```

Computed properties:
E_tot, eV: -40152.2592
Molar mass, g mol⁻¹: 304.25
SMILES: FC(F)C(F)(F)COC(F)(F)C(F)F.C=CC[SiH3]
HOMO energy, eV: -8.327

=====

2.
The following is a DFT calculation (ωB97M-V/def2-TZVPD) of a 2-piece molecular cluster, C5H13NSi overall at a distorted geometry.

```
20
Properties=species:S:1:pos:R:3:nbo_charge:R:1
C 0.1089 -2.1505 -0.3205 -0.17
C 0.1158 -0.9395 0.2511 -0.47
C -1.0519 -2.7166 -1.1206 -0.65
C 1.3839 -0.2914 0.8091 -0.64
C 0.6646 3.0211 -0.8808 -0.83
N -1.4725 0.8226 1.7691 -1.32
Si -1.5398 0.1008 0.1886 1.01
H 0.9881 -2.8043 -0.4046 0.18
H -0.8035 -2.9174 -2.1688 0.22
H -1.2083 -3.7643 -0.8334 0.21
H -1.9421 -2.1915 -0.9898 0.21
H 2.1430 -0.9259 0.4701 0.21
H 1.4400 0.7037 0.5239 0.21
H 1.1833 -0.3466 1.8265 0.20
H 0.0840 4.0105 -0.9699 0.22
H -0.1398 2.3100 -0.6481 0.20
H 1.3610 3.0392 0.0144 0.21
H -1.6562 1.8052 1.7538 0.40
H -0.8522 0.4282 2.4437 0.39
H 1.1938 2.8069 -1.7137 0.21
```

Computed properties:
E_tot, eV: -14761.6757
Molar mass, g mol⁻¹: 115.25
HOMO energy, eV: -7.855

=====

3.
The following is a DFT calculation (ωB97M-V/def2-TZVPD) of a 7-piece molecular cluster, C19H46FN6O8PS overall at a distorted geometry.

```
82
Properties=species:S:1:pos:R:3:mulliken_charge:R:1
C 1.4055 0.8016 -1.5537 -1.12
S 0.4314 2.3065 -1.6044 0.96
O 0.6965 2.8934 -2.8780 -0.60
O 0.6958 3.1698 -0.4941 -0.62
P -1.6577 1.7586 -1.6928 0.28
F -1.6079 0.6971 -2.8587 -0.24
H 1.0540 0.1608 -2.3551 0.43
H 2.4453 1.0386 -1.7610 0.33
H 1.2963 0.2845 -0.6072 0.39
H -1.9141 0.9965 -0.5320 0.23
C 5.3079 -0.6170 0.4498 -0.72
N 4.7100 -1.4520 -0.5813 -0.07
C 5.2720 -1.9492 -1.7135 0.83
C 6.7199 -1.6096 -1.9761 -1.25
O 4.6206 -2.6427 -2.4789 -0.67
H 5.2492 -1.1293 1.4087 0.31
H 4.7491 0.3130 0.5239 0.11
H 6.3454 -0.3895 0.2328 0.27
H 3.7440 -1.7169 -0.4692 0.19
H 7.0205 -2.0756 -2.9093 0.31
H 6.8494 -0.5306 -2.0660 0.33
H 7.3550 -1.9880 -1.1740 0.36
C 2.9193 3.3946 -7.3485 -0.85
N 3.4448 2.7872 -6.1417 -0.19
C 3.1203 1.5861 -5.5906 0.85
C 2.0801 0.7512 -6.2983 -1.33
O 3.6564 1.2150 -4.5611 -0.64
H 3.7331 3.5744 -8.0539 0.29
H 2.4547 4.3515 -7.1042 0.28
H 2.1808 2.7545 -7.8183 0.32
H 4.1404 3.2933 -5.6167 0.23
H 1.9367 -0.1684 -5.7397 0.28
H 1.1296 1.2842 -6.3451 0.37
H 2.4098 0.4992 -7.3073 0.40
C -2.6775 -2.8726 3.4199 -0.89
N -2.2875 -1.6672 2.6964 -0.11
C -2.5610 -1.3288 1.4206 0.71
C -3.3755 -2.2942 0.5960 -1.24
O -2.1559 -0.2663 0.9554 -0.67
H -3.2634 -2.5979 4.2934 0.40
H -1.7725 -3.3876 3.7515 0.27
H -3.2595 -3.5393 2.7942 0.29
H -1.7414 -0.9751 3.1858 0.23
H -3.5081 -1.8775 -0.3981 0.25
H -2.8612 -3.2519 0.5094 0.36
H -4.3572 -2.4462 1.0450 0.37
C 2.8006 3.8000 2.7722 -0.83
N 3.6384 2.6413 2.5271 -0.03
C 4.6470 2.1403 3.2815 0.86
C 4.9887 2.8609 4.5639 -1.33
O 5.2439 1.1361 2.9192 -0.59
H 1.7588 3.4811 2.8143 0.27
H 2.9141 4.5046 1.9480 0.27
H 3.0610 4.2932 3.7027 0.37
H 3.4687 2.1139 1.6846 0.03
H 5.8082 2.3385 5.0474 0.31
H 5.3000 3.8854 4.3572 0.35
H 4.1322 2.8700 5.2390 0.35
C -5.6321 3.4475 -4.9718 -0.88
N -5.1258 2.8782 -3.7376 -0.13
C -5.4143 1.6727 -3.1838 0.82
C -6.3840 0.7775 -3.9187 -1.36
O -4.8967 1.3405 -2.1293 -0.62
H -4.8004 3.6536 -5.6474 0.29
H -6.1456 4.3865 -4.7583 0.29
H -6.3242 2.7706 -5.4606 0.33
H -4.4698 3.4209 -3.1955 0.23
H -6.5063 -0.1400 -3.3518 0.28
H -7.3567 1.2614 -4.0150 0.38
H -6.0011 0.5283 -4.9090 0.37
C -3.0318 -5.1386 8.5601 -0.84
N -3.3169 -4.2499 7.4479 -0.15
C -4.3522 -4.3026 6.5719 0.82
C -5.3580 -5.4146 6.7451 -1.37
O -4.4534 -3.4725 5.6795 -0.65
H -3.0136 -4.5671 9.4891 0.29
H -2.0537 -5.6002 8.4179 0.29
H -3.7812 -5.9180 8.6401 0.32
H -2.6839 -3.4839 7.2771 0.22
H -6.1164 -5.3194 5.9745 0.29
H -4.8764 -6.3878 6.6436 0.38
H -5.8405 -5.3467 7.7205 0.38
```

Computed properties:
E_tot, eV: -68612.8473
Molar mass, g mol⁻¹: 568.65
SMILES: CS(=O)(=O)PF.CNC(C)=O.CNC(C)=O.CNC(C)=O.CNC(C)=O.CNC(C)=O.CNC(C)=O
HOMO energy, eV: -8.738